DFT (ωB97M-V/def2-TZVPD) results for C6H11NO in the gas phase at a distorted geometry.

The value obtained for the relative energy (zero: lowest compared OMol25 entry of this formula, charge and spin) is 2.039 eV. As for the HOMO-LUMO gap: 10.3 eV.

Last column: natural (NBO) charge in e.
Positions of all 19 atoms, in Å:
C (1.795, 0.137, -1.445)  -0.3811
C (1.537, -0.150, -0.180)  -0.2022
C (0.215, -0.542, 0.384)  0.1494
C (-0.843, -1.086, -0.567)  -0.4167
C (-1.695, 0.024, -1.181)  -0.6011
O (0.317, -1.130, 1.661)  -0.5149
C (-0.276, 0.212, 1.559)  0.2085
N (0.274, 1.425, 1.993)  -0.8224
H (1.040, 0.128, -2.212)  0.1930
H (2.799, 0.359, -1.767)  0.2034
H (2.333, -0.115, 0.554)  0.2087
H (-1.478, -1.772, -0.003)  0.2231
H (-0.343, -1.658, -1.350)  0.2079
H (-2.379, -0.396, -1.915)  0.2104
H (-1.075, 0.764, -1.681)  0.2041
H (-2.279, 0.536, -0.420)  0.2068
H (-1.327, 0.145, 1.844)  0.1756
H (0.133, 1.580, 2.989)  0.3733
H (1.252, 1.537, 1.736)  0.3743


DFT (ωB97M-V/def2-TZVPD) results for a gas-phase ion, CH2O4PS (charge -1) at a distorted geometry.

The total charge is -1. The value obtained for the relative energy (zero: lowest compared OMol25 entry of this formula, charge and spin) is 0.323 eV. As for the HOMO-LUMO gap: 8.0 eV.

Last column: natural (NBO) charge in e.
Positions of all 9 atoms, in Å:
O (1.595, -1.187, 0.515)  -0.7787
C (1.456, 0.036, 0.262)  0.4738
O (2.322, 0.880, 0.301)  -0.6744
P (-0.293, 0.440, -0.255)  1.6354
O (-0.799, -0.910, -1.024)  -0.9883
O (-1.293, 0.575, 1.042)  -0.9802
S (-0.540, 1.975, -1.397)  -0.6769
H (-0.537, -1.645, -0.446)  0.5024
H (-1.911, -0.163, 1.004)  0.4870


DFT (ωB97M-V/def2-TZVPD) results for C6H8N2 in the gas phase at a distorted geometry.

The value obtained for the relative energy (zero: lowest compared OMol25 entry of this formula, charge and spin) is 6.314 eV. As for the HOMO-LUMO gap: 9.7 eV.

Last column: natural (NBO) charge in e.
Positions of all 16 atoms, in Å:
C (1.693, 0.947, -0.032)  -0.1282
C (0.259, 0.786, -0.127)  -0.4023
C (0.158, -0.622, -0.411)  0.3564
N (-1.183, -0.999, -0.408)  -0.4135
C (-2.100, 0.220, -0.627)  -0.2871
C (-1.722, -0.349, 0.833)  -0.2729
N (1.126, -1.487, -0.297)  -0.4080
C (2.223, -0.577, 0.016)  -0.3017
H (2.459, 1.649, -0.227)  0.2209
H (-0.158, 1.796, -0.178)  0.2643
H (-3.132, -0.134, -1.012)  0.2248
H (-1.631, 1.095, -1.023)  0.2096
H (-2.681, -0.894, 1.392)  0.2321
H (-0.993, 0.276, 1.462)  0.2311
H (2.449, -0.692, 1.323)  0.2341
H (3.233, -1.016, -0.685)  0.2406